Computed, not measured: C23H30B2CdN9O2S2 as an isolated structure at a distorted geometry, with ωB97M-V/def2-TZVPD.

```
69
Properties=species:S:1:pos:R:3
Cd -0.93 -0.59 -1.30
C -0.95 -0.88 3.26
C -1.57 -0.56 2.06
N -0.89 -1.05 1.04
N 0.17 -1.70 1.54
C 0.15 -1.61 2.88
B 1.09 -2.55 0.67
N 0.20 -3.48 -0.17
C 0.19 -4.82 -0.20
C -0.81 -5.22 -1.06
C -1.37 -4.02 -1.51
N -0.75 -2.99 -0.96
N 1.89 -1.64 -0.28
C 3.21 -1.67 -0.52
C 3.52 -0.66 -1.41
C 2.29 -0.05 -1.67
N 1.33 -0.66 -0.98
H -1.25 -0.61 4.26
H -2.48 -0.01 1.87
H 0.91 -2.09 3.48
H 1.83 -3.19 1.35
H 0.88 -5.40 0.38
H -1.08 -6.21 -1.34
H -2.19 -3.86 -2.19
H 3.85 -2.39 -0.04
H 4.47 -0.41 -1.82
H 2.06 0.79 -2.30
C -3.56 2.48 2.31
S -3.65 3.03 0.55
C -2.81 1.74 -0.24
S -1.09 2.24 -0.87
N -3.49 0.89 -0.96
N -2.86 0.06 -1.71
C -3.46 -0.73 -2.64
C -2.64 -1.34 -3.57
C -3.16 -2.02 -4.73
C -2.31 -2.52 -5.66
C -0.92 -2.39 -5.48
C -0.47 -1.77 -4.34
N -1.26 -1.25 -3.40
H -3.93 3.29 2.92
H -2.53 2.25 2.56
H -4.19 1.60 2.43
H -4.54 -0.74 -2.75
H -4.23 -2.12 -4.82
H -2.70 -3.02 -6.55
H -0.22 -2.78 -6.21
H 0.59 -1.67 -4.14
C 1.39 2.40 3.72
C 1.47 2.26 2.20
C 2.42 1.11 1.86
O 0.19 1.90 1.67
B 0.07 2.51 0.44
O 1.08 3.44 0.23
C 1.83 3.57 1.43
C 1.32 4.83 2.15
C 3.30 3.74 1.07
H 1.21 1.42 4.16
H 0.58 3.06 4.01
H 2.33 2.80 4.10
H 2.01 0.19 2.26
H 3.41 1.27 2.29
H 2.50 1.00 0.79
H 0.25 4.72 2.36
H 1.44 5.68 1.49
H 1.86 5.01 3.08
H 3.63 2.96 0.40
H 3.92 3.73 1.97
H 3.43 4.70 0.57
```

Output
Charge: -1
HOMO-LUMO gap in eV: 4.4659
Energy relative to the best compared isomer or geometry (same formula, charge and spin) in eV: 0.874


Computed, not measured: a 2-piece molecular cluster, C3H7NO overall at a distorted geometry, with ωB97M-V/def2-TZVPD.

```
12
Properties=species:S:1:pos:R:3
C 0.34 0.00 0.15
C 1.29 0.02 1.11
C -0.66 2.21 0.28
N -0.69 0.98 -0.10
H 0.16 -0.79 -0.60
H 1.46 0.94 1.60
H 1.91 -0.74 1.50
H -1.31 2.96 -0.10
H 0.09 2.76 0.92
H -0.12 -2.92 -1.49
H -1.42 -2.23 -1.65
O -1.05 -3.18 -1.62
```

Output
Charge: 0
HOMO-LUMO gap in eV: 9.8931
Structure (SMILES): C=CN=C.O
Energy relative to the best compared isomer or geometry (same formula, charge and spin) in eV: 3.099


Computed, not measured: C3H10N2O2 as an isolated structure at a distorted geometry, with ωB97M-V/def2-TZVPD.

```
17
Properties=species:S:1:pos:R:3
C 2.10 -0.54 -0.10
C -0.88 -1.98 -0.01
O -0.19 -1.24 -1.00
H -0.58 -1.69 1.00
H 1.91 -1.45 -0.63
H 2.30 0.33 -0.72
H 2.88 -0.79 0.61
H -0.65 -3.03 -0.17
H -1.97 -1.84 -0.11
C -1.29 2.24 -0.06
N -0.21 1.28 -0.02
N 0.39 1.23 1.08
O 1.27 0.30 1.24
H -0.36 -0.27 -0.84
H -2.22 1.72 -0.29
H -1.39 2.78 0.89
H -1.10 2.94 -0.88
```

Output
Charge: 0
HOMO-LUMO gap in eV: 10.2063
Energy relative to the best compared isomer or geometry (same formula, charge and spin) in eV: 5.817


Computed, not measured: a 3-piece molecular cluster, C47H76IN4O7P overall at a distorted geometry, with ωB97M-V/def2-TZVPD.

```
136
Properties=species:S:1:pos:R:3
C -5.15 -4.63 -5.81
C -3.94 -3.87 -5.10
C -2.51 -4.37 -5.54
C -1.92 -5.56 -4.67
N -2.55 -5.74 -3.33
C -1.94 -4.92 -2.31
C -1.78 -5.56 -0.95
C -1.20 -4.82 0.22
C -0.79 -3.42 -0.03
C -0.91 -2.74 -1.38
C -1.50 -3.50 -2.50
C -0.38 -1.26 -1.48
O 0.19 -0.95 -2.51
C -0.60 -0.35 -0.24
C -0.48 -1.04 1.11
C -0.64 -0.34 2.41
C -0.96 1.13 2.34
C -1.11 1.84 3.76
N -2.51 1.92 4.23
C -1.10 1.87 1.03
C -1.42 3.41 1.08
C -2.68 3.86 0.20
C -3.22 5.24 0.82
I -4.27 2.40 0.41
C -0.90 1.09 -0.26
C -1.01 1.84 -1.66
C 0.06 3.02 -1.81
C 1.30 2.67 -2.73
P 0.91 2.45 -4.54
O 2.20 2.71 -5.29
O -0.21 3.53 -5.16
C -1.59 3.10 -4.95
C -2.32 4.28 -4.13
O 0.50 0.84 -4.76
C 0.30 0.50 -6.16
C 0.73 -1.04 -6.31
C -0.19 -2.59 1.17
O 0.41 -3.08 2.10
H -5.03 -5.74 -5.85
H -5.25 -4.18 -6.85
H -6.09 -4.36 -5.24
H -4.02 -2.78 -5.45
H -4.12 -3.84 -3.99
H -1.73 -3.54 -5.55
H -2.60 -4.76 -6.61
H -2.13 -6.52 -5.25
H -0.78 -5.51 -4.62
H -2.38 -6.71 -3.05
H -2.14 -6.62 -0.79
H -1.13 -5.35 1.20
H -1.60 -3.00 -3.49
H -0.53 -0.91 3.37
H -0.71 2.89 3.70
H -0.43 1.27 4.46
H -2.89 2.86 4.07
H -3.10 1.19 3.84
H -0.54 4.06 0.76
H -1.66 3.77 2.14
H -2.38 4.09 -0.86
H -2.37 5.97 1.02
H -3.80 5.06 1.76
H -3.92 5.75 0.09
H -2.08 2.22 -1.75
H -0.85 1.15 -2.53
H 0.48 3.20 -0.77
H -0.42 4.00 -2.12
H 1.81 1.75 -2.32
H 2.02 3.54 -2.65
H -2.09 3.00 -5.96
H -1.68 2.10 -4.43
H -2.88 3.84 -3.26
H -1.52 5.02 -3.82
H -3.00 4.83 -4.86
H -0.83 0.53 -6.34
H 0.86 1.15 -6.89
H 0.94 -1.44 -5.27
H -0.05 -1.66 -6.82
H 1.74 -1.10 -6.84
C 5.14 -0.20 -2.97
C 4.52 -1.58 -3.36
C 5.04 -2.69 -2.42
C 6.48 -3.10 -2.71
C 6.65 -3.47 -4.18
C 6.17 -2.35 -5.13
N 4.80 -1.86 -4.80
O 3.93 -2.79 -5.21
C 7.19 -1.19 -5.08
C 6.27 -2.86 -6.58
C 3.01 -1.40 -3.06
H 4.39 0.49 -2.57
H 5.92 -0.30 -2.22
H 5.56 0.32 -3.83
H 4.41 -3.58 -2.51
H 4.96 -2.36 -1.38
H 7.17 -2.30 -2.44
H 6.75 -3.96 -2.09
H 7.70 -3.70 -4.38
H 6.09 -4.39 -4.38
H 6.84 -0.34 -5.68
H 8.15 -1.50 -5.49
H 7.40 -0.84 -4.07
H 5.69 -3.77 -6.75
H 7.30 -3.10 -6.84
H 5.92 -2.10 -7.29
H 2.57 -0.64 -3.71
H 2.86 -1.09 -2.03
H 2.45 -2.33 -3.19
C -0.23 3.77 10.00
C -1.58 3.17 10.50
C -1.33 1.84 11.25
C -0.98 0.68 10.33
C -2.04 0.52 9.25
C -2.27 1.82 8.45
N -2.51 3.00 9.35
O -3.75 2.90 9.83
C -1.05 2.07 7.54
C -3.43 1.61 7.46
C -2.09 4.19 11.54
H 0.01 4.70 10.52
H 0.61 3.09 10.15
H -0.26 4.05 8.95
H -2.22 1.57 11.83
H -0.52 1.98 11.98
H 0.01 0.82 9.89
H -0.93 -0.25 10.92
H -1.74 -0.28 8.56
H -2.98 0.19 9.71
H -1.14 3.03 7.02
H -0.98 1.30 6.77
H -0.10 2.05 8.07
H -4.35 1.29 7.96
H -3.19 0.82 6.74
H -3.64 2.51 6.89
H -2.30 5.16 11.07
H -1.33 4.36 12.31
H -2.99 3.85 12.06
```

Output
Multiplicity: 3
Charge: 0
HOMO-LUMO gap in eV: 7.5926


Computed, not measured: a 14-piece molecular cluster, C69H170N14O5 overall at a distorted geometry, with ωB97M-V/def2-TZVPD.

```
258
Properties=species:S:1:pos:R:3
C -10.56 -6.73 -1.19
C -9.43 -6.38 -2.21
N -9.34 -7.41 -3.25
C -8.13 -7.12 -4.07
C -7.84 -8.22 -5.09
C -10.53 -7.59 -4.03
C -10.98 -6.35 -4.81
H -11.56 -6.58 -1.60
H -10.46 -5.98 -0.41
H -10.46 -7.75 -0.79
H -9.54 -5.35 -2.55
H -8.48 -6.28 -1.69
H -8.22 -6.17 -4.59
H -7.22 -6.94 -3.49
H -6.89 -8.19 -5.62
H -7.93 -9.17 -4.57
H -8.55 -8.16 -5.91
H -11.36 -7.95 -3.42
H -10.43 -8.42 -4.74
H -11.94 -6.43 -5.31
H -10.27 -5.98 -5.55
H -11.14 -5.51 -4.14
C -4.59 -6.94 8.74
C -5.47 -5.95 7.94
N -4.77 -4.85 7.29
C -3.88 -4.01 8.13
C -4.62 -3.52 9.40
C -4.02 -5.17 6.09
C -4.98 -5.73 5.07
H -5.23 -7.74 9.11
H -4.26 -6.50 9.68
H -3.73 -7.26 8.16
H -6.08 -6.57 7.28
H -6.26 -5.55 8.58
H -3.06 -4.63 8.49
H -3.46 -3.21 7.52
H -5.11 -4.34 9.93
H -3.95 -3.14 10.17
H -5.41 -2.80 9.23
H -3.20 -5.82 6.37
H -3.57 -4.29 5.62
H -5.97 -5.28 5.03
H -5.06 -6.79 5.29
H -4.53 -5.74 4.08
C 1.76 -9.70 -4.21
C 1.95 -10.45 -5.56
N 2.60 -11.75 -5.48
C 2.81 -12.29 -6.79
C 3.98 -11.58 -7.47
C 1.76 -12.68 -4.69
C 2.44 -14.10 -4.36
H 2.68 -9.32 -3.76
H 1.20 -10.26 -3.46
H 1.18 -8.79 -4.38
H 0.98 -10.52 -6.06
H 2.57 -9.85 -6.23
H 3.05 -13.35 -6.76
H 1.88 -12.20 -7.36
H 4.89 -11.73 -6.89
H 4.33 -11.94 -8.44
H 3.87 -10.53 -7.77
H 0.79 -12.78 -5.18
H 1.64 -12.22 -3.71
H 3.42 -14.00 -3.90
H 2.65 -14.57 -5.32
H 1.81 -14.64 -3.66
C -4.63 -0.65 -3.54
C -5.19 -0.35 -4.90
N -6.54 -0.83 -5.14
C -6.57 -2.33 -5.04
C -7.98 -2.97 -5.17
C -7.11 -0.46 -6.45
C -7.39 1.08 -6.61
H -4.33 -1.69 -3.41
H -5.42 -0.46 -2.81
H -3.82 0.04 -3.28
H -5.20 0.74 -5.01
H -4.53 -0.70 -5.70
H -6.19 -2.61 -4.05
H -5.86 -2.78 -5.74
H -8.76 -2.38 -4.69
H -8.04 -3.99 -4.80
H -8.32 -2.95 -6.21
H -6.46 -0.79 -7.26
H -8.11 -0.87 -6.50
H -7.87 1.18 -7.58
H -8.00 1.44 -5.78
H -6.44 1.62 -6.62
C -2.51 -3.82 2.75
C -1.89 -2.95 1.65
N -0.69 -3.55 0.99
C -1.02 -4.73 0.12
C -2.13 -4.46 -0.90
C 0.32 -4.01 2.03
C 1.09 -2.77 2.55
H -2.80 -4.82 2.41
H -3.37 -3.37 3.25
H -1.84 -4.05 3.58
H -2.70 -2.63 1.00
H -1.56 -2.02 2.14
H -0.07 -4.90 -0.38
H -1.18 -5.59 0.78
H -1.98 -3.46 -1.29
H -2.03 -5.21 -1.68
H -3.15 -4.42 -0.53
H 1.05 -4.66 1.56
H -0.02 -4.68 2.82
H 1.41 -2.12 1.73
H 1.98 -3.19 3.00
H 0.46 -2.20 3.23
C -5.55 -5.25 1.50
C -6.51 -4.83 0.40
N -6.10 -3.53 -0.09
C -6.77 -3.18 -1.34
C -8.27 -2.89 -1.15
C -6.03 -2.42 0.89
C -5.33 -1.19 0.40
H -5.87 -6.24 1.81
H -5.64 -4.64 2.40
H -4.51 -5.32 1.18
H -6.45 -5.54 -0.42
H -7.55 -4.78 0.73
H -6.29 -2.32 -1.80
H -6.64 -4.00 -2.05
H -8.62 -2.74 -2.17
H -8.79 -3.71 -0.67
H -8.45 -1.99 -0.55
H -5.46 -2.64 1.78
H -7.03 -2.04 1.10
H -5.26 -0.44 1.19
H -5.90 -0.69 -0.38
H -4.31 -1.32 0.04
C -3.13 -8.66 3.30
C -2.47 -8.34 1.92
N -1.32 -9.12 1.61
C -1.05 -9.13 0.18
C -2.06 -10.04 -0.56
C -0.16 -8.65 2.43
C 0.93 -9.74 2.43
H -2.60 -8.14 4.10
H -3.18 -9.72 3.56
H -4.16 -8.31 3.27
H -3.24 -8.57 1.19
H -2.17 -7.29 1.86
H -1.01 -8.15 -0.30
H -0.02 -9.44 0.00
H -1.99 -11.07 -0.20
H -3.10 -9.71 -0.62
H -1.76 -10.12 -1.61
H -0.42 -8.53 3.48
H 0.16 -7.65 2.14
H 0.59 -10.74 2.66
H 1.74 -9.56 3.14
H 1.39 -9.74 1.44
C -8.48 -6.90 3.72
C -9.24 -7.71 2.68
N -9.92 -8.85 3.31
C -8.95 -9.94 3.73
C -9.61 -11.12 4.46
C -10.99 -9.38 2.43
C -12.08 -8.36 2.17
H -8.10 -5.97 3.31
H -7.62 -7.37 4.20
H -9.18 -6.57 4.49
H -9.95 -7.03 2.21
H -8.58 -8.04 1.87
H -8.11 -9.51 4.29
H -8.44 -10.31 2.84
H -8.87 -11.85 4.78
H -10.41 -11.68 3.97
H -10.00 -10.72 5.40
H -10.59 -9.73 1.48
H -11.41 -10.29 2.86
H -12.89 -8.97 1.79
H -12.56 -7.91 3.04
H -11.80 -7.62 1.41
C -2.99 -11.54 -6.94
C -3.81 -11.04 -5.76
N -3.49 -11.62 -4.41
C -4.33 -11.03 -3.35
C -5.79 -11.55 -3.34
C -2.07 -11.36 -4.02
C -1.61 -12.42 -3.03
H -3.52 -11.45 -7.88
H -2.76 -12.59 -6.75
H -2.12 -10.92 -7.11
H -3.75 -9.96 -5.66
H -4.79 -11.32 -6.14
H -3.85 -11.13 -2.38
H -4.38 -9.96 -3.51
H -5.88 -12.63 -3.49
H -6.26 -11.25 -2.40
H -6.41 -11.17 -4.15
H -1.95 -10.33 -3.68
H -1.42 -11.43 -4.89
H -0.53 -12.34 -2.95
H -1.85 -13.38 -3.48
H -2.11 -12.28 -2.07
C -0.99 -6.29 -7.41
C -0.20 -6.52 -6.13
O -0.66 -7.17 -5.17
N 0.98 -5.90 -6.10
C 1.81 -5.86 -4.89
H -2.03 -6.12 -7.15
H -0.84 -7.18 -8.02
H -0.60 -5.41 -7.92
H 1.20 -5.27 -6.85
H 2.40 -6.76 -4.74
H 1.18 -5.74 -4.01
H 2.49 -5.01 -4.90
C -1.42 -2.47 -7.71
C -2.62 -3.07 -7.02
O -3.51 -3.45 -7.77
N -2.72 -3.22 -5.71
C -1.68 -3.17 -4.71
H -0.56 -2.63 -7.06
H -1.57 -1.41 -7.92
H -1.25 -2.97 -8.66
H -3.58 -3.68 -5.45
H -1.78 -4.10 -4.14
H -1.79 -2.30 -4.05
H -0.65 -3.13 -5.05
C -5.77 -11.01 1.73
C -6.34 -10.04 0.69
O -5.76 -8.98 0.55
N -7.41 -10.39 0.02
C -8.06 -9.61 -0.99
H -5.32 -10.44 2.54
H -5.00 -11.64 1.30
H -6.55 -11.61 2.20
H -7.79 -11.31 0.16
H -8.97 -10.01 -1.43
H -7.35 -9.36 -1.78
H -8.40 -8.69 -0.51
C -4.01 -7.72 -8.93
C -5.22 -7.22 -8.21
O -6.22 -7.95 -7.96
N -5.16 -5.93 -7.80
C -6.30 -5.31 -7.09
H -3.18 -7.02 -8.99
H -4.31 -7.98 -9.95
H -3.63 -8.63 -8.46
H -4.41 -5.32 -8.10
H -7.16 -5.94 -6.87
H -6.66 -4.46 -7.68
H -5.96 -4.95 -6.12
C -4.08 -6.94 -4.49
C -4.45 -5.75 -3.60
O -4.51 -4.64 -4.04
N -4.60 -5.89 -2.31
C -4.42 -7.14 -1.60
H -4.07 -6.51 -5.50
H -4.84 -7.72 -4.53
H -3.07 -7.26 -4.25
H -4.98 -5.07 -1.84
H -3.48 -7.69 -1.73
H -5.20 -7.88 -1.80
H -4.45 -6.92 -0.54
```

Output
Charge: 0
HOMO-LUMO gap in eV: 8.5095
Energy relative to the best compared isomer or geometry (same formula, charge and spin) in eV: 0.000


no.,electronic energy (eV)
1,-69436.9543
2,-6759.6512
3,-10343.6710
4,-87647.0542
5,-105407.5375